# 1
Here is a cluster of 2 separate species, C4H11NO2 in total from the Open Molecules 2025 dataset. Energies are from wB97M-V/def2-TZVPD.

Last columns: bonded neighbours and bond lengths (Å).
CARTESIAN COORDINATES (ANGSTROEM)
1 C 0.3919 -1.4731 1.4635  C2 1.513, H7 1.119, H8 1.084, H9 1.125
2 C 0.9864 -1.3992 0.0741  C1 1.513, N3 1.413, H10 1.148, H11 1.102
3 N -0.0752 -1.1393 -0.8221  C2 1.413, C4 1.343, H12 1.052
4 C -0.4427 0.1119 -1.1414  N3 1.343, C5 1.502, O6 1.214
5 C 0.6781 1.1051 -1.0214  C4 1.502, H13 1.126, H14 1.126, H15 1.089
6 O -1.5031 0.5293 -1.5612  C4 1.214
7 H 1.1704 -1.6290 2.2521  C1 1.119
8 H -0.3711 -2.2420 1.5050  C1 1.084
9 H -0.2209 -0.5422 1.6177  C1 1.125
10 H 1.8033 -0.5949 0.0148  C2 1.148
11 H 1.5462 -2.2740 -0.2949  C2 1.102
12 H -0.6116 -1.9946 -1.1175  N3 1.052
13 H 1.4081 1.2063 -1.8730  C5 1.126
14 H 0.1801 2.1144 -0.9994  C5 1.126
15 H 1.4040 1.1520 -0.2110  C5 1.089
16 O -2.1477 2.3095 1.0660  H17 0.869, H18 0.998
17 H -2.4384 1.7017 0.5164  O16 0.869
18 H -1.7576 3.0580 0.5325  O16 0.998

Calculated values
Relative energy (zero: lowest compared OMol25 entry of this formula, charge and spin), kcal per mole: 32.6
LUMO level, Eh: 0.0307
Orbital gap, eV: 10.7
E_tot, Eh: -364.21622
Spin multiplicity: 1

Here are the Mulliken charges for atoms 1 to 5, given in e:
1. C -0.8700
2. C -0.4998
3. N -0.1082
4. C 0.4632
5. C -0.9559



# 2
Here is a cluster of 2 separate species, C4H11NO2 in total from the Open Molecules 2025 dataset. Energies are from wB97M-V/def2-TZVPD.

Last columns: bonded neighbours and bond lengths (Å).
CARTESIAN COORDINATES (ANGSTROEM)
1 C 2.2863 -0.5785 0.1284  O2 1.418, H6 1.090, H7 1.094, H8 1.092
2 O 1.3275 0.0696 0.9482  C1 1.418, C3 1.341
3 C 0.5523 1.0011 0.3744  O2 1.341, C4 1.505, O5 1.201
4 C -0.3715 1.6239 1.3862  C3 1.505, H9 1.085, H10 1.084, H11 1.088
5 O 0.6583 1.3418 -0.7724  C3 1.201
6 H 3.1858 -0.7211 0.7264  C1 1.090
7 H 1.8958 -1.5474 -0.1958  C1 1.094
8 H 2.4994 0.0364 -0.7483  C1 1.092
9 H -1.3140 1.8692 0.9081  C4 1.085
10 H -0.5247 0.9452 2.2169  C4 1.084
11 H 0.0853 2.5420 1.7489  C4 1.088
12 C -1.4574 -0.7955 -1.5161  N13 1.454, H14 1.096, H15 1.088, H16 1.088
13 N -1.3146 -0.8871 -0.0722  C12 1.454, H17 1.015, H18 1.016
14 H -1.9805 -1.6448 -1.9707  C12 1.096
15 H -0.4672 -0.7171 -1.9599  C12 1.088
16 H -2.0003 0.1174 -1.7521  C12 1.088
17 H -2.2278 -0.9092 0.3700  N13 1.015
18 H -0.8328 -1.7458 0.1799  N13 1.016

Calculated values
Relative energy (zero: lowest compared OMol25 entry of this formula, charge and spin), kcal per mole: 19.9
LUMO level, Eh: 0.0345
Orbital gap, eV: 10.3
E_tot, Eh: -364.23639
Spin multiplicity: 1

Here are the Mulliken charges for atoms 1 to 5, given in e:
1. C -0.7203
2. O -0.3489
3. C 1.0328
4. C -1.1204
5. O -0.6048



# 3
Here is a cluster of 2 separate species, C4H11NO2 in total from the Open Molecules 2025 dataset. Energies are from wB97M-V/def2-TZVPD.

Last columns: bonded neighbours and bond lengths (Å).
CARTESIAN COORDINATES (ANGSTROEM)
1 C 1.3453 0.0629 0.6451  O2 1.398, C3 1.551, H8 1.087, H9 1.105
2 O 2.6265 0.3455 0.1619  C1 1.398, H18 0.960
3 C 0.1765 0.6642 -0.1783  C1 1.551, C4 1.429, N7 1.456, H10 1.104
4 C -1.0454 0.5815 0.5582  C3 1.429, C5 1.461, H11 1.087
5 C -2.3470 0.7210 -0.0915  C4 1.461, H12 1.090, H13 1.090, H14 1.085
6 O -0.9114 -1.9495 0.2164  H15 0.977
7 N 0.0424 -0.1191 -1.3979  C3 1.456, H16 1.054, H17 1.009
8 H 1.2133 -1.0149 0.6008  C1 1.087
9 H 1.2363 0.3433 1.7084  C1 1.105
10 H 0.4374 1.6793 -0.5251  C3 1.104
11 H -1.0683 0.9015 1.5967  C4 1.087
12 H -3.0937 0.3398 0.6045  C5 1.090
13 H -2.5595 1.7623 -0.3316  C5 1.090
14 H -2.3695 0.1519 -1.0149  C5 1.085
15 H -1.3674 -1.3157 0.8037  O6 0.977
16 H -0.6265 -0.8047 -0.9588  N7 1.054
17 H 0.9133 -0.6230 -1.4727  N7 1.009
18 H 2.7046 1.2679 -0.0916  O2 0.960

Calculated values
Relative energy (zero: lowest compared OMol25 entry of this formula, charge and spin), kcal per mole: 135.9
LUMO level, Eh: -0.0773
Orbital gap, eV: 6.9
E_tot, Eh: -364.05153
Spin multiplicity: 1

Here are the Mulliken charges for atoms 1 to 5, given in e:
1. C -0.7050
2. O -0.4933
3. C 0.6680
4. C -0.9752
5. C -0.8484



# 4
Here is the molecule C4H11NO2 from the Open Molecules 2025 dataset. Energies are from wB97M-V/def2-TZVPD.

Last columns: bonded neighbours and bond lengths (Å).
CARTESIAN COORDINATES (ANGSTROEM)
1 C -1.1033 -0.6160 1.7220  C2 1.533, H8 1.096, H9 1.094, H10 1.085
2 C 0.0789 -0.7594 0.7561  C1 1.533, O3 1.435, C4 1.531, H11 1.095
3 O -0.0508 -1.9266 -0.0680  C2 1.435, H12 0.979
4 C 0.0764 0.4588 -0.1719  C2 1.531, N5 1.478, C6 1.529, H13 1.095
5 N -1.1297 0.5362 -1.0230  C4 1.478, H14 1.010, H15 1.006
6 C 1.2910 0.5410 -1.0974  C4 1.529, O7 1.422, H16 1.096, H17 1.096
7 O 1.4581 1.8211 -1.6924  C6 1.422, H18 0.939
8 H -0.8747 -1.1422 2.6558  C1 1.096
9 H -1.1640 0.4096 2.0977  C1 1.094
10 H -2.0510 -0.8477 1.2472  C1 1.085
11 H 1.0392 -0.6171 1.2626  C2 1.095
12 H -0.4813 -2.5484 0.5535  O3 0.979
13 H 0.0799 1.3597 0.4512  C4 1.095
14 H -1.0240 1.2909 -1.6858  N5 1.010
15 H -1.2670 -0.3448 -1.4886  N5 1.006
16 H 1.1187 -0.2301 -1.8570  C6 1.096
17 H 2.2489 0.2342 -0.6624  C6 1.096
18 H 1.7550 2.3810 -0.9996  O7 0.939

Calculated values
Relative energy (zero: lowest compared OMol25 entry of this formula, charge and spin), kcal per mole: 32.8
LUMO level, Eh: 0.0303
Orbital gap, eV: 9.8
E_tot, Eh: -364.21592
Spin multiplicity: 1

Here are the Mulliken charges for atoms 1 to 5, given in e:
1. C -1.4421
2. C 0.1968
3. O -0.5565
4. C 0.2229
5. N -0.7415



# 5
Here is the molecule C4H11NO2 from the Open Molecules 2025 dataset. Energies are from wB97M-V/def2-TZVPD.

Last columns: bonded neighbours and bond lengths (Å).
CARTESIAN COORDINATES (ANGSTROEM)
1 C -0.5087 1.1047 1.5759  C2 1.521, H8 1.103, H9 1.040, H10 1.128
2 C 0.4606 0.4196 0.6246  C1 1.521, C3 1.509, N5 1.387, H11 1.124
3 C 0.5267 -1.0835 0.7401  C2 1.509, O4 1.434, H12 1.134, H13 1.045
4 O 0.9688 -1.5357 2.0270  C3 1.434, H14 0.969
5 N 0.2494 0.7585 -0.7039  C2 1.387, C6 1.452, H15 0.996
6 C -0.7222 0.0078 -1.4789  N5 1.452, O7 1.458, H16 1.071, H17 1.138
7 O -0.8950 0.3376 -2.8883  C6 1.458, H18 0.945
8 H -0.1452 1.1141 2.6171  C1 1.103
9 H -1.3989 0.5819 1.4521  C1 1.040
10 H -0.4647 2.1830 1.2483  C1 1.128
11 H 1.4756 0.7128 1.0087  C2 1.124
12 H -0.4734 -1.6187 0.7530  C3 1.134
13 H 1.2096 -1.4448 0.0360  C3 1.045
14 H 0.7400 -1.1602 2.8910  O4 0.969
15 H 0.5034 1.6815 -0.9802  N5 0.996
16 H -1.7664 0.1504 -1.2865  C6 1.071
17 H -0.4945 -1.1027 -1.3845  C6 1.138
18 H -0.0610 0.4865 -3.3081  O7 0.945

Calculated values
Relative energy (zero: lowest compared OMol25 entry of this formula, charge and spin), kcal per mole: 64.2
LUMO level, Eh: 0.0315
Orbital gap, eV: 9.6
E_tot, Eh: -364.16591
Spin multiplicity: 1

Here are the Mulliken charges for atoms 1 to 5, given in e:
1. C -1.3751
2. C 0.3308
3. C -0.7325
4. O -0.5799
5. N -0.1963



# 6
Here is a cluster of 2 separate species, C4H11NO2 in total from the Open Molecules 2025 dataset. Energies are from wB97M-V/def2-TZVPD.

Last columns: bonded neighbours and bond lengths (Å).
CARTESIAN COORDINATES (ANGSTROEM)
1 C -0.6825 -0.4701 -0.8880  C2 1.565, H7 1.088, H8 1.091, H9 1.086
2 C 0.6142 0.3664 -0.6263  C1 1.565, C3 1.550, N4 1.487, H10 1.088
3 C 1.0979 0.2233 0.8396  C2 1.550, H11 1.091, H12 1.085, H13 1.102
4 N 0.2077 1.7840 -0.8190  C2 1.487, C5 1.353, H14 1.005
5 C -0.9324 2.4129 -0.4525  N4 1.353, O6 1.218, H15 1.118
6 O -1.7873 1.9810 0.2997  C5 1.218
7 H -1.5110 -0.4193 -0.1841  C1 1.088
8 H -0.5287 -1.5433 -1.0075  C1 1.091
9 H -1.0178 0.0166 -1.7987  C1 1.086
10 H 1.3006 0.1230 -1.4342  C2 1.088
11 H 2.1667 0.3440 1.0249  C3 1.091
12 H 0.5425 0.8668 1.5142  C3 1.085
13 H 0.7017 -0.7605 1.1409  C3 1.102
14 H 0.8359 2.2887 -1.4192  N4 1.005
15 H -0.8842 3.5281 -0.5226  C5 1.118
16 O 0.1261 -3.8793 1.3129  H17 0.954, H18 0.975
17 H -0.6216 -3.9056 1.9046  O16 0.954
18 H 0.3723 -2.9567 1.1153  O16 0.975

Calculated values
Relative energy (zero: lowest compared OMol25 entry of this formula, charge and spin), kcal per mole: 30.1
LUMO level, Eh: 0.0252
Orbital gap, eV: 10.4
E_tot, Eh: -364.22020
Spin multiplicity: 1

Here are the Mulliken charges for atoms 1 to 5, given in e:
1. C -1.5194
2. C 0.4710
3. C -0.9269
4. N -0.2308
5. C -0.0513



# 7
Here is a cluster of 2 separate species, C4H11NO2 in total from the Open Molecules 2025 dataset. Energies are from wB97M-V/def2-TZVPD.

Last columns: bonded neighbours and bond lengths (Å).
CARTESIAN COORDINATES (ANGSTROEM)
1 C -0.0256 -1.3178 0.9574  N2 1.466, H7 1.100, H8 1.085, H9 1.096
2 N 0.8602 -0.8318 -0.1047  C1 1.466, C3 1.454, H10 1.011
3 C 0.1729 -0.1182 -1.1683  N2 1.454, C4 1.524, H11 1.095, H12 1.097
4 C 1.1722 0.4181 -2.1864  C3 1.524, C5 1.505, H13 1.086, H14 1.089
5 C 0.4145 1.1471 -3.2630  C4 1.505, O6 1.205, H15 1.105
6 O 0.1153 2.3114 -3.1778  C5 1.205
7 H 0.1981 -0.8193 1.9123  C1 1.100
8 H 0.0884 -2.3855 1.1167  C1 1.085
9 H -1.0822 -1.1294 0.7372  C1 1.096
10 H 1.3953 -1.6126 -0.4587  N2 1.011
11 H -0.4215 0.6735 -0.7009  C3 1.095
12 H -0.5335 -0.7694 -1.6977  C3 1.097
13 H 1.9133 1.0615 -1.7211  C4 1.086
14 H 1.6927 -0.4284 -2.6315  C4 1.089
15 H 0.1109 0.6043 -4.1762  C5 1.105
16 O -2.0558 -1.0074 6.7098  H17 0.962, H18 0.961
17 H -2.6207 -0.7726 7.4523  O16 0.962
18 H -1.4307 -0.2815 6.6356  O16 0.961

Calculated values
Relative energy (zero: lowest compared OMol25 entry of this formula, charge and spin), kcal per mole: 39.7
LUMO level, Eh: 0.0331
Orbital gap, eV: 9.9
E_tot, Eh: -364.20492
Spin multiplicity: 1

Here are the Mulliken charges for atoms 1 to 5, given in e:
1. C -0.8423
2. N -0.3307
3. C -0.6961
4. C -0.4413
5. C -0.0705



# 8
Here is the molecule C4H11NO2 from the Open Molecules 2025 dataset. Energies are from wB97M-V/def2-TZVPD.

Last columns: bonded neighbours and bond lengths (Å).
CARTESIAN COORDINATES (ANGSTROEM)
1 C 1.5982 0.1124 0.3058  C2 1.513, H8 1.096, H9 1.092, H10 1.095
2 C 0.2685 0.4253 -0.3447  C1 1.513, N3 1.640, O4 1.385, C5 1.482
3 N 0.0920 2.0502 -0.4760  C2 1.640, H11 1.018, H12 1.018
4 O 0.1864 -0.0805 -1.6309  C2 1.385, H13 0.972
5 C -0.9716 0.1818 0.4292  C2 1.482, C6 1.692, H14 1.091, H15 1.089
6 C -0.9488 -1.4835 0.7275  C5 1.692, O7 1.412, H16 1.095, H17 1.092
7 O -0.7602 -2.3435 -0.3765  C6 1.412, H18 0.975
8 H 1.7958 -0.9651 0.2838  C1 1.096
9 H 1.6326 0.4608 1.3401  C1 1.092
10 H 2.4122 0.5919 -0.2475  C1 1.095
11 H 0.2003 2.5690 0.3938  N3 1.018
12 H -0.7375 2.3243 -0.9994  N3 1.018
13 H 0.8750 0.3854 -2.1346  O4 0.972
14 H -1.8762 0.3547 -0.1553  C5 1.091
15 H -0.9822 0.6426 1.4162  C5 1.089
16 H -1.9246 -1.6978 1.1748  C6 1.095
17 H -0.1948 -1.7156 1.4825  C6 1.092
18 H -0.6651 -1.8124 -1.1887  O7 0.975

Calculated values
Relative energy (zero: lowest compared OMol25 entry of this formula, charge and spin), kcal per mole: 42.9
LUMO level, Eh: 0.0302
Orbital gap, eV: 9.6
E_tot, Eh: -364.19973
Spin multiplicity: 1

Here are the Mulliken charges for atoms 1 to 5, given in e:
1. C -1.5188
2. C 1.1267
3. N -0.7816
4. O -0.6075
5. C -0.7643



# 9
Here is the molecule C4H11NO2 from the Open Molecules 2025 dataset. Energies are from wB97M-V/def2-TZVPD.

Last columns: bonded neighbours and bond lengths (Å).
CARTESIAN COORDINATES (ANGSTROEM)
1 C -1.8955 0.5826 0.7150  C2 1.522, H8 1.086, H9 1.089, H10 1.087
2 C -1.0947 0.5812 -0.5791  C1 1.522, N3 1.441, O4 1.439, H11 1.102
3 N -1.7631 -0.2468 -1.5500  C2 1.441, H12 1.016, H13 1.014
4 O 0.2954 0.2191 -0.5009  C2 1.439, C5 1.462
5 C 1.0819 -0.2887 0.6225  O4 1.462, C6 1.529, O7 1.392, H14 1.095
6 C 2.4971 0.1273 0.2183  C5 1.529, H15 1.086, H16 1.088, H17 1.106
7 O 0.9527 -1.6630 0.8018  C5 1.392, H18 0.966
8 H -2.9165 0.8606 0.4684  C1 1.086
9 H -1.8997 -0.4078 1.1671  C1 1.089
10 H -1.4914 1.3005 1.4242  C1 1.087
11 H -1.0846 1.6028 -0.9909  C2 1.102
12 H -1.8291 -1.2014 -1.2098  N3 1.016
13 H -1.2340 -0.2606 -2.4145  N3 1.014
14 H 0.7453 0.1706 1.5572  C5 1.095
15 H 3.0111 0.6440 1.0232  C6 1.086
16 H 3.0727 -0.7356 -0.1104  C6 1.088
17 H 2.3335 0.8208 -0.6277  C6 1.106
18 H 1.2188 -2.1055 -0.0145  O7 0.966

Calculated values
Relative energy (zero: lowest compared OMol25 entry of this formula, charge and spin), kcal per mole: 28.1
LUMO level, Eh: 0.0347
Orbital gap, eV: 10.4
E_tot, Eh: -364.22347
Spin multiplicity: 1

Here are the Mulliken charges for atoms 1 to 5, given in e:
1. C -1.3761
2. C 0.3125
3. N -0.6949
4. O -0.3566
5. C 0.2547



# 10
Here is a cluster of 2 separate species, C4H11NO2 in total from the Open Molecules 2025 dataset. Energies are from wB97M-V/def2-TZVPD.

Last columns: bonded neighbours and bond lengths (Å).
CARTESIAN COORDINATES (ANGSTROEM)
1 C -0.7483 -1.5103 -0.3078  C2 1.535, H5 0.997, H6 1.105, H7 1.087
2 C -2.1042 -0.8794 0.0401  C1 1.535, N3 1.389, O4 1.182
3 N -2.5573 -0.9949 1.3479  C2 1.389, H8 0.932, H9 1.030
4 O -2.8517 -0.4965 -0.7920  C2 1.182
5 H -0.7052 -1.5499 -1.3034  C1 0.997
6 H -0.8081 -2.4671 0.2410  C1 1.105
7 H -0.0283 -0.8591 0.1801  C1 1.087
8 H -3.1959 -0.4859 1.7975  N3 0.932
9 H -1.8624 -1.2585 2.0613  N3 1.030
10 C 1.4831 1.7860 0.3699  C11 1.584, H13 1.109, H14 1.095, H15 1.071
11 C 1.5687 1.1665 -1.0851  C10 1.584, O12 1.470, H16 1.135, H17 1.124
12 O 1.8018 -0.2741 -0.9051  C11 1.470, H18 0.952
13 H 2.2019 1.5606 1.1843  C10 1.109
14 H 0.6316 1.4474 0.9695  C10 1.095
15 H 1.4792 2.8553 0.3011  C10 1.071
16 H 0.5468 1.0272 -1.5582  C11 1.135
17 H 2.4787 1.5959 -1.5858  C11 1.124
18 H 2.6697 -0.6633 -0.9552  O12 0.952

Calculated values
Relative energy (zero: lowest compared OMol25 entry of this formula, charge and spin), kcal per mole: 50.4
LUMO level, Eh: 0.0282
Orbital gap, eV: 10.2
E_tot, Eh: -364.18782
Spin multiplicity: 1

Here are the Mulliken charges for atoms 1 to 5, given in e:
1. C -0.9006
2. C 0.6732
3. N -0.4332
4. O -0.5703
5. H 0.2791